DFT (wB97M-V/def2-TZVPD) results for a molecular structure, C20H54AsF6O19S7 at a distorted geometry.

Calculated values
LUMO energy ... 0.055 hartree
Charge ... -1
Energy relative to the best compared isomer or geometry (same formula, charge and spin) ... 103.3 kcal/mol
Orbital gap ... 9.356 eV

Structure (XYZ):
```
107
C20H54AsF6O19S7 | the Open Molecules 2025 dataset | wB97M-V/def2-TZVPD
As 0.997 0.884 -0.658
F 2.155 0.304 0.655
F -0.087 1.607 0.593
F -0.264 1.435 -1.831
F 2.062 0.210 -2.059
F 0.205 -0.731 -0.668
F 1.923 2.470 -0.740
O -9.060 -0.876 2.555
S -8.297 -1.958 1.937
O -9.006 -3.220 1.582
O -7.574 -1.289 0.571
C -6.882 -2.230 -0.266
C -6.907 -1.593 -1.613
C -6.782 -2.223 3.038
H -7.348 -3.215 -0.283
H -5.865 -2.458 0.054
H -6.288 -0.699 -1.686
H -7.940 -1.370 -1.876
H -6.437 -2.264 -2.333
H -6.061 -2.902 2.583
H -7.081 -2.765 3.935
H -6.355 -1.244 3.257
O 1.421 10.431 -4.138
S 0.029 10.180 -3.654
O -0.311 10.010 -2.256
O -0.918 11.411 -4.265
C -2.162 11.712 -3.679
C -3.041 12.092 -4.821
C -0.664 8.723 -4.573
H -2.259 12.616 -3.077
H -2.526 10.927 -3.016
H -2.648 12.827 -5.522
H -3.917 12.556 -4.367
H -3.323 11.235 -5.432
H -0.166 7.877 -4.100
H -0.371 8.917 -5.605
H -1.730 8.753 -4.348
O 2.173 -7.418 5.450
S 1.788 -8.234 4.318
O 2.700 -9.196 3.724
O 0.328 -8.958 4.668
C -0.128 -9.937 3.764
C -1.712 -10.174 3.827
C 1.071 -7.001 3.120
H 0.285 -10.877 4.131
H 0.200 -9.827 2.730
H -2.257 -9.231 3.802
H -2.068 -10.677 4.726
H -2.001 -10.750 2.948
H 0.346 -6.301 3.535
H 0.685 -7.556 2.266
H 1.949 -6.444 2.791
O 3.895 -11.748 -4.941
S 4.837 -10.637 -5.210
O 5.627 -10.665 -6.454
O 4.058 -9.192 -5.078
C 4.869 -8.008 -5.348
C 4.945 -7.152 -4.072
C 6.062 -10.492 -3.817
H 4.400 -7.320 -6.051
H 5.860 -8.350 -5.647
H 5.426 -7.574 -3.190
H 3.968 -6.775 -3.771
H 5.467 -6.217 -4.276
H 5.516 -10.444 -2.875
H 6.657 -9.604 -4.029
H 6.840 -11.255 -3.773
O -2.725 1.058 8.852
S -1.491 1.824 8.771
O -0.958 2.596 9.906
O -0.218 0.779 8.274
C -0.545 -0.301 7.429
C -1.153 -1.432 8.214
C -1.541 2.772 7.219
H 0.298 -0.753 6.908
H -1.218 0.114 6.678
H -0.575 -1.662 9.109
H -1.026 -2.300 7.568
H -2.186 -1.253 8.513
H -0.500 2.892 6.921
H -1.948 3.748 7.483
H -2.111 2.130 6.547
O 9.700 2.712 -3.419
S 9.085 4.020 -3.154
O 9.852 5.157 -2.733
O 8.186 4.478 -4.449
C 7.428 3.505 -5.170
C 7.174 4.176 -6.535
C 7.868 3.793 -1.832
H 6.580 3.246 -4.535
H 8.020 2.595 -5.265
H 6.556 5.070 -6.621
H 6.779 3.525 -7.314
H 8.139 4.516 -6.912
H 8.454 3.534 -0.949
H 7.446 2.819 -2.081
H 7.132 4.590 -1.730
C -4.762 7.076 1.622
S -6.284 6.270 2.327
O -7.251 7.475 2.470
C -6.724 5.473 0.785
H -3.845 6.511 1.793
H -4.637 7.982 2.215
H -4.875 7.293 0.560
H -7.528 4.751 0.930
H -5.799 4.991 0.468
H -7.102 6.105 -0.019
```

***

DFT (wB97M-V/def2-TZVPD) results for 3 unconnected molecules or ions with the total composition C20H54BN10O4P2 at a distorted geometry.

Calculated values
LUMO energy ... -0.108 hartree
Charge ... +1
Orbital gap ... 7.043 eV

Structure (XYZ):
```
91
C20H54BN10O4P2 | the Open Molecules 2025 dataset | wB97M-V/def2-TZVPD
C -1.446 0.560 3.394
C -2.265 0.534 2.109
O -1.509 0.578 0.889
B -0.372 -0.148 0.853
O -0.404 -1.473 1.230
N 0.882 0.466 0.329
C 1.137 1.748 0.564
N 0.411 2.620 1.293
C 0.973 3.806 1.261
N 2.094 3.726 0.524
N 2.213 2.455 0.106
C 1.823 -0.329 -0.508
C 1.090 -0.719 -1.803
C 2.461 -1.519 0.263
C 2.106 -2.895 -0.326
H -2.123 0.873 4.191
H -0.626 1.275 3.381
H -1.108 -0.431 3.694
H -2.962 -0.303 2.154
H -2.879 1.433 2.103
H 0.238 -1.605 1.937
H 0.601 4.693 1.743
H 2.726 4.483 0.315
H 2.980 2.166 -0.479
H 2.655 0.288 -0.848
H 0.821 0.216 -2.299
H 1.826 -1.191 -2.450
H 0.231 -1.355 -1.623
H 2.211 -1.531 1.321
H 3.546 -1.446 0.177
H 2.481 -3.673 0.340
H 1.035 -3.057 -0.410
H 2.623 -3.056 -1.267
O 2.779 -5.147 -2.594
P 3.261 -6.271 -3.474
N 3.611 -5.381 -4.914
C 3.729 -5.923 -6.256
C 4.547 -4.274 -4.750
N 1.756 -7.101 -3.644
C 1.134 -7.333 -4.933
C 0.733 -6.803 -2.647
N 4.136 -7.701 -3.960
C 3.786 -8.951 -3.242
C 5.600 -7.523 -3.761
H 4.653 -6.496 -6.417
H 3.728 -5.102 -6.977
H 2.890 -6.550 -6.532
H 5.596 -4.601 -4.762
H 4.375 -3.752 -3.809
H 4.414 -3.536 -5.545
H 0.851 -6.399 -5.435
H 0.231 -7.936 -4.812
H 1.779 -7.922 -5.586
H 0.212 -5.860 -2.860
H 1.163 -6.739 -1.650
H -0.008 -7.605 -2.624
H 3.845 -8.834 -2.157
H 4.470 -9.745 -3.542
H 2.790 -9.295 -3.499
H 5.850 -7.323 -2.716
H 5.981 -6.698 -4.364
H 6.136 -8.414 -4.081
O -6.096 5.816 4.220
P -4.720 6.012 3.653
N -3.985 6.863 4.962
C -2.792 7.685 4.894
C -4.042 6.185 6.255
N -5.134 7.093 2.375
C -4.568 8.424 2.265
C -6.538 7.115 1.971
N -3.205 5.622 2.858
C -3.311 5.241 1.430
C -2.538 4.480 3.528
H -1.863 7.103 4.787
H -2.703 8.267 5.813
H -2.828 8.414 4.093
H -3.250 5.430 6.372
H -4.999 5.686 6.392
H -3.947 6.904 7.071
H -4.848 9.068 3.108
H -4.911 8.905 1.347
H -3.480 8.389 2.174
H -7.152 7.716 2.650
H -6.951 6.111 1.934
H -6.628 7.534 0.965
H -4.035 4.438 1.267
H -2.336 4.903 1.068
H -3.589 6.086 0.810
H -3.162 3.581 3.520
H -2.295 4.711 4.566
H -1.593 4.246 3.034
```